Computed, not measured: a 2-piece molecular cluster, CH3IN4 overall, with ωB97M-V/def2-TZVPD.

Structure (XYZ):
```
9
Properties=species:S:1:pos:R:3:forces:R:3
C -0.766664 -0.279964 0.303621 0.50 -2.50 -3.51
N 0.325423 -1.135517 0.729074 -1.66 0.30 0.90
N 1.390680 -0.560001 0.501653 3.07 -0.53 -0.12
N -0.043227 0.831405 -0.335246 -5.06 0.53 -1.49
N 1.244306 0.597204 -0.090474 1.26 0.40 -0.11
I -2.297435 -0.113750 1.760648 0.20 0.39 -0.21
H -1.492824 -1.437901 -0.922742 1.08 2.41 2.11
H -0.259903 0.898317 -1.368750 0.20 -0.13 1.77
H 1.899644 1.200206 -0.577784 0.41 -0.86 0.68
```
Positions in Å, forces in eV/Å.

## Properties
**Multiplicity**: 1
**HOMO-LUMO gap (alpha / beta)**: 7.81 / 7.81 eV
**Energy above the lowest of the compared OMol25 structures with the same formula, charge and spin**: 107.4 kcal/mol
**E_HOMO (alpha / beta)**: -8.20 / -8.20 eV

Atom charges from the Mulliken analysis, given in e for atoms 1 to 8: atom 1 (C): -0.304, atom 2 (N): -0.109, atom 3 (N): -0.304, atom 4 (N): -0.278, atom 5 (N): 0.098, atom 6 (I): 0.087, atom 7 (H): 0.206, atom 8 (H): 0.343